A structure of composition C36H39AsFeN8O6S2 in a non-equilibrium geometry, computed with wB97M-V/def2-TZVPD.

Atoms and positions in Å:
Fe 0.1135 -0.3084 -0.5739
N -0.3528 2.8465 1.2431
C 0.8511 2.4851 1.6853
N 1.2935 3.0773 2.8040
C 2.5687 2.8501 3.0622
N 3.0370 3.2816 4.2803
N 3.4388 2.2728 2.2392
C 2.8851 1.6925 1.1703
N 1.5824 1.6315 0.9206
C 3.8372 1.1973 0.1304
C 5.1727 1.5863 0.1766
C 5.9912 1.2718 -0.8938
C 5.4574 0.5782 -1.9680
C 4.1261 0.1939 -1.9037
N 3.3415 0.4906 -0.8743
H -0.9823 3.3147 1.8672
H -0.7165 2.3490 0.4515
H 2.4334 3.9490 4.7286
H 4.0274 3.4404 4.3349
H 5.5274 2.1435 1.0316
H 7.0325 1.5700 -0.9014
H 6.0631 0.3162 -2.8255
H 3.6679 -0.3896 -2.7016
C -2.7057 0.8408 -2.6409
C -3.2346 0.9167 -1.2446
C -4.5440 1.4126 -1.0406
C -5.0328 1.5265 0.2187
C -4.2364 1.1501 1.3201
C -4.7380 1.2394 2.6330
C -3.9588 0.8163 3.6776
C -2.6786 0.3149 3.4467
C -2.1090 0.2243 2.1747
S -0.5091 -0.3839 2.0455
C -2.9278 0.6457 1.0523
N -2.4651 0.5406 -0.2387
H -2.0628 1.6995 -2.8369
H -3.5200 0.8448 -3.3661
H -2.0926 -0.0520 -2.7631
H -5.1429 1.6910 -1.8989
H -6.0391 1.8929 0.3955
H -5.7393 1.6253 2.7924
H -4.3418 0.8627 4.6911
H -2.0747 -0.0207 4.2807
O -0.6645 -0.4014 -5.3570
As 0.6458 -0.2917 -4.0907
O 1.8901 -1.2329 -4.5897
O -0.1969 -0.8400 -2.7681
C 1.1672 1.5283 -4.6290
C 1.4755 1.5537 -5.9943
C 1.8860 2.7242 -6.6039
C 1.9954 3.8981 -5.8626
C 1.6920 3.8867 -4.5161
C 1.2898 2.7022 -3.8997
S 0.9345 2.8194 -2.1570
O 2.1283 3.3795 -1.5598
O -0.2390 3.6728 -2.0621
O 0.6492 1.4237 -1.7985
H -1.3962 -0.7942 -4.8581
H 1.3869 0.6306 -6.5523
H 2.1233 2.7245 -7.6615
H 2.3141 4.8162 -6.3419
H 1.7521 4.7793 -3.9059
C -4.5765 -2.8425 0.9264
C -3.1848 -3.4246 0.9843
C -2.9646 -4.6190 1.6809
C -1.6839 -5.1465 1.7354
C -1.4197 -6.4317 2.4855
C -0.6268 -4.5030 1.1067
C -0.7880 -3.2718 0.4135
C -2.1295 -2.7851 0.3688
N 0.2022 -2.5783 -0.1998
C 1.4576 -3.2863 -0.4818
C 1.2021 -4.4938 -1.4029
C 2.2287 -3.6861 0.8105
C 2.3443 -2.3286 -1.2541
H -5.3109 -3.5483 1.3209
H -4.8555 -2.5885 -0.0999
H -4.6336 -1.9302 1.5192
H -3.7916 -5.1273 2.1702
H -2.3082 -6.7695 3.0234
H -0.6142 -6.2960 3.2130
H -1.1130 -7.2282 1.7999
H 0.3496 -4.9566 1.1945
H -2.2900 -1.8774 -0.1984
H 0.6388 -5.2855 -0.9054
H 2.1487 -4.9050 -1.7722
H 0.6191 -4.1389 -2.2556
H 2.1219 -4.7433 1.0642
H 1.8666 -3.0854 1.6468
H 3.2996 -3.4928 0.6872
H 1.8643 -2.0494 -2.1910
H 3.3142 -2.7814 -1.4778
H 2.4919 -1.4310 -0.6565

HOMO-LUMO gap (spin up / spin down), eV: 5.594 / 5.598
Multiplicity: 5
E_LUMO (spin up / spin down), eV: 4.4 / 4.4
Max |F|, eV Å⁻¹: 1.192
Relative energy (zero: lowest compared OMol25 entry of this formula, charge and spin), kJ/mol: 63.9
E_tot, eV: -179072.5671
Total charge: -2

=====

A structure of composition C36H39Cl5MoN3OP2SSi in a non-equilibrium geometry, computed with wB97M-V/def2-TZVPD.

Atoms and positions in Å:
Mo -0.5236 -1.2682 0.0403
C 1.8699 -1.4044 2.6923
P 1.3163 -0.2369 1.3961
C 0.4086 0.9746 2.4559
N 0.9877 1.3113 3.5823
C 0.3491 2.1559 4.4203
C 0.9391 2.5073 5.6537
C 0.2862 3.3729 6.4832
C -0.9633 3.9245 6.1196
C -1.5651 3.5880 4.9407
C -0.9242 2.6813 4.0701
N -1.5307 2.2792 2.9316
C -0.9002 1.4456 2.1419
P -1.8308 0.8023 0.6924
C -3.5212 0.6847 1.3689
C -1.9716 2.2568 -0.4930
C -0.5658 2.8087 -0.7267
C -2.5415 1.6880 -1.7971
C -2.8782 3.3638 0.0480
C 2.9197 0.6068 0.8586
C 2.6194 1.4448 -0.3855
C 3.8800 -0.5346 0.5002
C 3.5294 1.4862 1.9448
H 2.5248 -0.8993 3.3978
H 2.3847 -2.2452 2.2297
H 1.0069 -1.7868 3.2338
H 1.8985 2.0758 5.9056
H 0.7248 3.6470 7.4334
H -1.4471 4.6200 6.7923
H -2.5265 3.9947 4.6561
H -3.7657 1.6361 1.8300
H -3.5994 -0.0973 2.1182
H -4.2117 0.4590 0.5555
H 0.1177 2.0141 -1.0313
H -0.1792 3.2846 0.1775
H -0.5894 3.5592 -1.5188
H -1.8775 0.9333 -2.2240
H -2.6636 2.4932 -2.5247
H -3.5209 1.2306 -1.6391
H -2.6143 3.6382 1.0688
H -3.9292 3.0792 0.0109
H -2.7583 4.2487 -0.5808
H 2.0564 0.8698 -1.1234
H 3.5559 1.7573 -0.8517
H 2.0566 2.3438 -0.1296
H 3.4038 -1.2822 -0.1354
H 4.2692 -1.0207 1.3953
H 4.7293 -0.1302 -0.0535
H 2.9116 2.3592 2.1471
H 4.5059 1.8296 1.5952
H 3.6775 0.9471 2.8788
Cl -3.2824 -2.0278 -2.5591
C -3.4966 -2.4787 -0.9100
C -2.5134 -2.1220 0.0082
C -2.8184 -2.4312 1.3297
Cl -1.6370 -1.8957 2.4901
C -3.9717 -3.0585 1.7665
Cl -4.2505 -3.3369 3.4376
C -4.9060 -3.4404 0.8055
Cl -6.3424 -4.2460 1.2792
C -4.6684 -3.1417 -0.5387
Cl -5.8330 -3.5771 -1.7176
O 0.6177 -3.8557 -1.8699
S 0.3982 -4.3192 -0.3585
N 0.0197 -3.0831 0.3913
C 5.3286 -1.6338 -2.7771
C 4.4545 -0.6349 -3.1833
C 3.0928 -0.7719 -2.9684
C 2.5715 -1.9086 -2.3454
C 3.4672 -2.9072 -1.9528
C 4.8310 -2.7745 -2.1645
Si 0.7140 -2.1462 -2.0878
C -0.1471 -1.7683 -3.7093
C -0.6339 -2.7508 -4.5679
C -1.2312 -2.4027 -5.7703
C -1.3431 -1.0671 -6.1310
C -0.8589 -0.0786 -5.2855
C -0.2680 -0.4285 -4.0819
H 6.3925 -1.5312 -2.9463
H 4.8361 0.2501 -3.6767
H 2.4258 0.0137 -3.3041
H 3.0979 -3.8134 -1.4863
H 5.5033 -3.5649 -1.8561
H -0.2450 -0.1132 -1.0498
H -0.5511 -3.7954 -4.2914
H -1.6181 -3.1734 -6.4245
H -1.8036 -0.7971 -7.0723
H -0.9472 0.9647 -5.5625
H 0.0860 0.3500 -3.4114

HOMO-LUMO gap (spin up / spin down), eV: 7.112 / 6.095
Multiplicity: 3
E_LUMO (spin up / spin down), eV: -3.8 / -4.9
Max |F|, eV Å⁻¹: 2.426
Relative energy (zero: lowest compared OMol25 entry of this formula, charge and spin), kJ/mol: 24.3
E_tot, eV: -146236.7534
Total charge: +1

=====

A structure of composition C36H39FN6O5S4Ti in a non-equilibrium geometry, computed with wB97M-V/def2-TZVPD.

Atoms and positions in Å:
Ti -0.4083 -0.3045 0.1608
C -2.2338 -3.0279 -6.6968
C -0.8406 -2.4691 -6.4486
N -0.7614 -1.6869 -5.2231
C -0.4828 -2.3456 -4.0616
C -0.3574 -1.7389 -2.8597
C -0.1706 -2.6671 -1.6731
O 0.0230 -3.8489 -1.8638
O -0.2863 -2.1132 -0.5023
C -0.4959 -0.3060 -2.8016
O -0.2736 0.3840 -1.7285
C -0.9074 0.3597 -3.9780
C -1.1514 1.7698 -3.9509
C -1.5549 2.3969 -5.1024
F -1.7324 3.7519 -5.0817
C -1.7776 1.7322 -6.2925
C -1.5387 0.3274 -6.3364
C -1.0759 -0.3354 -5.2082
N -2.1744 2.3835 -7.4998
C -1.1572 2.5946 -8.5190
C -1.8308 2.4114 -9.9051
N -3.3041 2.3759 -9.6296
C -3.7153 3.6146 -8.8947
C -3.1111 3.4854 -7.4669
H -2.2625 -3.5921 -7.6302
H -2.9718 -2.2260 -6.7509
H -2.5256 -3.6973 -5.8869
H -0.5124 -1.8384 -7.2754
H -0.1116 -3.2746 -6.3645
H -0.3502 -3.4170 -4.1325
H -0.9633 2.3318 -3.0487
H -1.7298 -0.1985 -7.2617
H -0.3595 1.8697 -8.3822
H -0.7198 3.5991 -8.4528
H -1.5679 1.4741 -10.3915
H -1.6366 3.2397 -10.5824
H -3.3806 1.6325 -8.9104
H -3.8681 2.1695 -10.4486
H -4.8005 3.6785 -8.8990
H -3.3062 4.4616 -9.4413
H -3.8826 3.2671 -6.7308
H -2.6478 4.4397 -7.1989
S 2.0128 -0.1465 0.6286
C 2.3192 -0.1375 2.3555
S 1.1523 0.4012 3.5062
C 3.5801 -0.5314 2.7710
C 4.5907 -0.9589 1.8581
N 5.4338 -1.2834 1.1417
C 3.9582 -0.5014 4.1467
N 4.2639 -0.4888 5.2583
O -0.6591 1.4837 1.0262
S -0.3668 2.6233 1.9910
C -1.3575 3.9607 1.1396
C -2.1842 3.4449 -0.0293
C -3.4117 2.6371 0.3799
C -4.1209 2.0246 -0.8235
S -3.3566 0.4276 -1.3440
O -2.6081 -0.0823 -0.1349
C -4.8344 -0.5682 -1.4027
C -5.4119 -0.7874 -2.6424
C -6.5608 -1.5652 -2.7204
C -7.0969 -2.1208 -1.5689
C -6.4932 -1.9076 -0.3348
C -5.3524 -1.1264 -0.2445
C 1.2412 3.2591 1.5883
C 1.7015 3.2126 0.2819
C 2.9521 3.7384 -0.0003
C 3.7163 4.2990 1.0145
C 3.2422 4.3305 2.3188
C 1.9987 3.7944 2.6169
H -0.6534 4.7180 0.8023
H -1.9855 4.4042 1.9156
H -1.5446 2.8378 -0.6746
H -2.5057 4.3071 -0.6233
H -4.1247 3.2806 0.9024
H -3.1284 1.8396 1.0679
H -4.0345 2.6750 -1.6968
H -5.1755 1.8353 -0.6319
H -4.9603 -0.3710 -3.5355
H -7.0226 -1.7509 -3.6812
H -7.9835 -2.7382 -1.6316
H -6.9072 -2.3579 0.5575
H -4.8514 -0.9658 0.7012
H 1.1109 2.7348 -0.4899
H 3.3416 3.6810 -1.0079
H 4.7002 4.6911 0.7919
H 3.8542 4.7383 3.1120
H 1.6422 3.7507 3.6377
N -1.0946 -1.2721 2.1268
H -2.0673 -1.1183 2.3623
H -0.4965 -0.8645 2.8570
H -0.9219 -2.2714 2.0879

HOMO-LUMO gap (spin up / spin down), eV: 3.533 / 4.257
Multiplicity: 3
E_LUMO (spin up / spin down), eV: -1.5 / -1.5
Max |F|, eV Å⁻¹: 1.195
E_tot, eV: -126316.6129

=====

A structure of composition C36H39FeN6OSbSe4Si in a non-equilibrium geometry, computed with wB97M-V/def2-TZVPD.

Atoms and positions in Å:
Fe -0.2955 -0.5453 0.5410
C -3.4097 -0.5412 5.3539
C -2.1571 -0.0909 5.7579
C -1.0969 -0.0974 4.8734
C -1.3060 -0.5531 3.5692
C -2.5537 -1.0094 3.1590
C -3.6029 -1.0060 4.0613
N -0.2385 -0.5691 2.6421
N 0.8876 -0.5453 3.1824
C 1.9631 -0.6200 2.3063
C 3.2317 -0.6513 2.8734
C 4.3146 -0.8241 2.0325
C 4.0777 -0.9730 0.6735
C 2.7798 -0.9249 0.1983
N 1.7222 -0.7241 0.9861
H -4.2368 -0.5264 6.0501
H -2.0085 0.2645 6.7682
H -0.1241 0.2584 5.1772
H -2.7010 -1.3966 2.1621
H -4.5712 -1.3680 3.7470
H 3.3322 -0.5524 3.9436
H 5.3189 -0.8566 2.4311
H 4.8828 -1.1206 -0.0315
H 2.5974 -1.0175 -0.8602
C 0.1282 -0.7531 -1.5065
Si 0.5693 0.9511 -2.1819
C -0.1604 2.1572 -0.8978
N -0.0109 1.7518 0.5372
C -1.0955 2.4006 1.3521
C -0.7581 3.8270 1.7552
C 0.4322 3.8499 2.7230
C 1.3361 2.6361 2.4739
C 1.3142 2.2764 0.9965
C 2.4261 1.0999 -2.4144
C 3.1735 2.1955 -1.9885
C 4.5439 2.2571 -2.1948
C 5.1930 1.2248 -2.8534
C 4.4646 0.1365 -3.3155
C 3.0981 0.0790 -3.0937
C -0.2920 1.3213 -3.7996
C 0.4056 1.5213 -4.9886
C -0.2591 1.8384 -6.1613
C -1.6400 1.9643 -6.1659
C -2.3559 1.7674 -4.9934
C -1.6844 1.4501 -3.8258
H 0.9093 -1.5115 -1.5128
H -0.6975 -1.1583 -2.0977
H -1.2276 2.1867 -1.1351
H 0.1972 3.1825 -1.0450
H -1.2721 1.7962 2.2445
H -2.0108 2.3825 0.7641
H -1.6405 4.2824 2.2055
H -0.5390 4.4109 0.8574
H 0.0849 3.8485 3.7573
H 1.0014 4.7703 2.5832
H 1.0102 1.7972 3.0880
H 2.3647 2.8536 2.7664
H 2.0972 1.5767 0.7114
H 1.5188 3.2011 0.4457
H 2.6839 3.0284 -1.4972
H 5.1047 3.1149 -1.8474
H 6.2608 1.2736 -3.0202
H 4.9609 -0.6605 -3.8541
H 2.5431 -0.7782 -3.4658
H 1.4857 1.4346 -5.0050
H 0.3013 1.9923 -7.0739
H -2.1586 2.2159 -7.0811
H -3.4334 1.8638 -4.9841
H -2.2733 1.2962 -2.9267
Se -5.1022 2.1492 -0.8585
Sb -4.9476 -0.1874 -0.9838
Se -4.0565 -1.4900 -2.7730
Se -5.5933 -1.5747 0.8802
Se -2.2924 -0.1267 -0.2112
N -3.5847 -4.7566 -1.5249
C -2.5293 -5.4282 -1.0282
O -2.3247 -6.6075 -1.2294
C -1.5505 -4.6532 -0.1689
C -0.6641 -5.4031 0.5944
C 0.2697 -4.7359 1.3633
C 0.2948 -3.3556 1.3293
N -0.5370 -2.6117 0.5873
C -1.4444 -3.2749 -0.1488
H -4.2238 -5.2708 -2.1088
H -3.7878 -3.7843 -1.3560
H -0.7246 -6.4820 0.5504
H 0.9779 -5.2668 1.9823
H 1.0087 -2.8301 1.9424
H -2.0940 -2.6719 -0.7701

HOMO-LUMO gap (spin up / spin down), eV: 4.597 / 4.781
Multiplicity: 2
E_LUMO (spin up / spin down), eV: -5.9 / -5.6
Max |F|, eV Å⁻¹: 1.917
E_tot, eV: -359134.0203
Total charge: +1